Formula: C2H4NO2P
Source: OMol25
Level of theory: ωB97M-V/def2-TZVPD

```
! RIJCOSX wB97M-V def2-TZVPD def2/J DEFGRID3
* xyz 0 1
H -1.698 -1.276 1.928
N -0.988 -0.760 1.411
C -1.284 -0.421 0.249
P -0.058 0.510 -0.744
O -0.589 1.342 -1.821
C 1.582 0.481 -0.079
O 1.160 -0.520 -1.070
H -2.228 -0.583 -0.285
H 2.302 1.185 -0.474
H 1.799 0.043 0.885
*
```

Summary:
- HOMO level (eV) = -10.378
- frontier orbital gap (eV) = 10.48
- max |F| (hartree/bohr) = 0.031
- energy above the lowest of the compared OMol25 structures with the same formula, charge and spin (eV) = 1.670
- DFT total energy (eV) = -17011.7389
- molar mass (g mol⁻¹) = 105.0

Formula: C2H4NO2S2
Source: OMol25
Level of theory: ωB97M-V/def2-TZVPD

```
! RIJCOSX wB97M-V def2-TZVPD def2/J DEFGRID3
* xyz -1 1
C -0.960 -0.306 1.062
C -0.457 -0.004 -1.268
N 0.046 -0.076 0.056
O 1.987 0.307 1.923
O 2.268 0.778 -0.519
S -2.597 -0.481 0.940
S 1.945 -0.208 0.527
H -0.471 0.025 2.071
H -0.969 -0.962 -1.547
H -1.257 0.779 -1.462
H 0.466 0.147 -1.783
*
```

Summary:
- HOMO level (eV) = -4.526
- frontier orbital gap (eV) = 8.04
- max |F| (hartree/bohr) = 0.129
- energy above the lowest of the compared OMol25 structures with the same formula, charge and spin (eV) = 0.258
- DFT total energy (eV) = -29395.1786
- molar mass (g mol⁻¹) = 138.2

Formula: C2H4NO3PS
Source: OMol25
Level of theory: ωB97M-V/def2-TZVPD

```
! RIJCOSX wB97M-V def2-TZVPD def2/J DEFGRID3
* xyz -2 1
C 0.596 -0.531 0.047
C -1.341 1.003 -0.188
N -0.087 0.403 -0.064
O 2.304 0.776 -1.054
O 2.413 0.831 1.530
O 3.180 -1.240 0.259
P 2.377 0.013 0.259
S -2.761 -1.893 0.448
H -1.292 1.132 -1.386
H -2.101 0.182 -0.037
H -1.440 1.996 0.276
H -1.846 -2.673 -0.090
*
```

Summary:
- HOMO level (eV) = -0.933
- frontier orbital gap (eV) = 7.04
- max |F| (hartree/bohr) = 0.085
- energy above the lowest of the compared OMol25 structures with the same formula, charge and spin (eV) = 3.904
- DFT total energy (eV) = -29895.1136
- molar mass (g mol⁻¹) = 153.1

Formula: C2H4NO4
Source: OMol25
Level of theory: ωB97M-V/def2-TZVPD

```
! RIJCOSX wB97M-V def2-TZVPD def2/J DEFGRID3
* xyz -1 1
C 0.068 0.269 -1.612
O 0.763 0.725 -0.453
C 0.079 0.090 0.567
O 0.483 -1.232 0.702
O -1.226 0.378 0.541
N -0.170 0.753 1.762
O -0.171 -0.037 2.754
H 0.422 0.899 -2.492
H -1.133 0.248 -1.554
H 0.428 -0.646 -1.935
H 0.456 -1.448 1.721
*
```

Summary:
- HOMO level (eV) = -3.488
- frontier orbital gap (eV) = 7.65
- max |F| (hartree/bohr) = 0.070
- energy above the lowest of the compared OMol25 structures with the same formula, charge and spin (eV) = 6.500
- DFT total energy (eV) = -11815.9498
- molar mass (g mol⁻¹) = 106.1

Formula: C2H4NO4
Source: OMol25
Level of theory: ωB97M-V/def2-TZVPD

```
! RIJCOSX wB97M-V def2-TZVPD def2/J DEFGRID3
* xyz -1 1
O 0.423 1.117 1.673
C 0.635 0.923 0.275
N 0.243 -0.492 -0.136
C -1.128 -0.867 0.084
O -2.059 -0.088 -0.257
O -1.253 -2.080 0.528
H 0.161 1.627 -0.404
H 0.841 -0.973 0.473
H 1.701 1.029 0.079
H 3.136 1.254 -2.207
O 2.317 1.072 -1.837
*
```

Summary:
- HOMO level (eV) = -5.222
- frontier orbital gap (eV) = 4.32
- max |F| (hartree/bohr) = 0.132
- energy above the lowest of the compared OMol25 structures with the same formula, charge and spin (eV) = 9.071
- DFT total energy (eV) = -11813.3794
- molar mass (g mol⁻¹) = 106.1

Formula: C2H4NO4P
Source: OMol25
Level of theory: ωB97M-V/def2-TZVPD

```
! RIJCOSX wB97M-V def2-TZVPD def2/J DEFGRID3
* xyz -2 1
C 0.137 0.743 -0.386
C 0.754 -0.545 0.114
N -2.302 -1.430 0.344
O 3.160 -2.130 0.074
O 1.657 -0.190 1.236
O -2.308 -2.407 -0.505
O 3.153 0.313 -0.872
P 2.490 -0.803 -0.149
H -0.045 0.482 -1.434
H -0.802 0.988 0.049
H 0.988 1.343 -0.416
H 0.021 -1.401 0.092
*
```

Summary:
- HOMO level (spin up / spin down) (eV) = 1.975 / 1.958
- frontier orbital gap (spin up / spin down) (eV) = 4.88 / 4.90
- max |F| (hartree/bohr) = 0.066
- energy above the lowest of the compared OMol25 structures with the same formula, charge and spin (eV) = 4.649
- DFT total energy (eV) = -21104.9367
- molar mass (g mol⁻¹) = 137.0

Formula: C2H4NOP
Source: OMol25
Level of theory: ωB97M-V/def2-TZVPD

```
! RIJCOSX wB97M-V def2-TZVPD def2/J DEFGRID3
* xyz 0 1
C -1.797 -0.315 -1.190
P -0.862 -1.202 -0.159
C 0.659 0.380 0.402
N 1.696 -0.016 1.122
O 0.405 1.477 -0.007
H -2.636 -0.772 -1.688
H -1.594 0.725 -1.386
H 2.357 0.681 1.446
H 1.772 -0.957 1.461
*
```

Summary:
- HOMO level (eV) = -8.550
- frontier orbital gap (eV) = 8.78
- max |F| (hartree/bohr) = 0.073
- energy above the lowest of the compared OMol25 structures with the same formula, charge and spin (eV) = 0.905
- DFT total energy (eV) = -14963.7406
- molar mass (g mol⁻¹) = 89.0

Formula: C2H4NOP
Source: OMol25
Level of theory: ωB97M-V/def2-TZVPD

```
! RIJCOSX wB97M-V def2-TZVPD def2/J DEFGRID3
* xyz 0 1
C 0.327 -0.887 0.092
C 0.316 0.955 -0.043
O -0.982 1.238 0.197
P -2.085 -0.046 -0.038
N -1.049 -1.185 0.062
H 0.886 -1.553 -0.767
H 0.890 -1.093 0.937
H 1.096 1.220 0.602
H 0.601 1.350 -1.042
*
```

Summary:
- HOMO level (eV) = -9.645
- frontier orbital gap (eV) = 9.62
- max |F| (hartree/bohr) = 0.096
- energy above the lowest of the compared OMol25 structures with the same formula, charge and spin (eV) = 1.111
- DFT total energy (eV) = -14963.5348
- molar mass (g mol⁻¹) = 89.0

Formula: C2H4NOP
Source: OMol25
Level of theory: ωB97M-V/def2-TZVPD

```
! RIJCOSX wB97M-V def2-TZVPD def2/J DEFGRID3
* xyz 0 3
C -0.607 2.001 0.383
C -0.723 0.694 -0.184
N -0.717 3.030 0.882
O 0.479 -1.892 0.069
P 0.100 -0.722 1.172
H -1.593 0.322 -0.631
H -0.076 0.627 -1.072
H 0.095 -1.641 -0.784
H 1.328 -0.088 1.203
*
```

Summary:
- HOMO level (spin up / spin down) (eV) = -5.653 / -10.988
- frontier orbital gap (spin up / spin down) (eV) = 5.96 / 7.65
- max |F| (hartree/bohr) = 0.050
- energy above the lowest of the compared OMol25 structures with the same formula, charge and spin (eV) = 1.674
- DFT total energy (eV) = -14959.7296
- molar mass (g mol⁻¹) = 89.0

Formula: C2H4NOS2
Source: OMol25
Level of theory: ωB97M-V/def2-TZVPD

```
! RIJCOSX wB97M-V def2-TZVPD def2/J DEFGRID3
* xyz -1 3
C -2.095 1.142 -0.382
C 1.989 -0.430 0.152
N -1.199 -1.613 -0.153
O -1.225 1.371 -1.179
S -3.009 1.931 0.656
S -2.446 -0.842 0.082
H 2.666 -1.249 0.289
H 1.615 -0.104 -0.783
H 1.092 -0.541 0.763
H 2.613 0.335 0.556
*
```

Summary:
- HOMO level (spin up / spin down) (eV) = -2.758 / -4.555
- frontier orbital gap (spin up / spin down) (eV) = 6.34 / 7.86
- max |F| (hartree/bohr) = 0.061
- energy above the lowest of the compared OMol25 structures with the same formula, charge and spin (eV) = 0.000
- DFT total energy (eV) = -27345.9475
- molar mass (g mol⁻¹) = 122.2

Formula: C2H4NP
Source: OMol25
Level of theory: ωB97M-V/def2-TZVPD

```
! RIJCOSX wB97M-V def2-TZVPD def2/J DEFGRID3
* xyz 0 1
C -0.131 -0.849 1.619
C 0.382 0.916 -0.770
N -1.638 -1.301 -0.354
P -0.331 -0.639 -0.027
H 0.375 -1.577 2.155
H 0.529 1.430 0.216
H -0.311 1.443 -1.305
H 1.124 0.577 -1.534
*
```

Summary:
- HOMO level (spin up / spin down) (eV) = -8.613 / -8.804
- frontier orbital gap (spin up / spin down) (eV) = 7.84 / 7.49
- max |F| (hartree/bohr) = 0.063
- energy above the lowest of the compared OMol25 structures with the same formula, charge and spin (eV) = 5.599
- DFT total energy (eV) = -12910.9301
- molar mass (g mol⁻¹) = 73.0

Formula: C2H4NP
Source: OMol25
Level of theory: ωB97M-V/def2-TZVPD

```
! RIJCOSX wB97M-V def2-TZVPD def2/J DEFGRID3
* xyz 0 3
C -0.135 -1.736 0.069
C -1.424 -1.357 0.051
N -0.431 -0.478 -0.477
P 1.194 2.013 0.450
H 0.619 -2.410 0.123
H -2.386 -1.432 0.505
H 0.770 3.470 0.191
H 1.793 1.931 -0.911
*
```

Summary:
- HOMO level (spin up / spin down) (eV) = -7.110 / -10.007
- frontier orbital gap (spin up / spin down) (eV) = 7.72 / 9.30
- max |F| (hartree/bohr) = 0.108
- energy above the lowest of the compared OMol25 structures with the same formula, charge and spin (eV) = 3.694
- DFT total energy (eV) = -12911.0631
- molar mass (g mol⁻¹) = 73.0

Formula: C2H4NS
Source: OMol25
Level of theory: ωB97M-V/def2-TZVPD

```
! RIJCOSX wB97M-V def2-TZVPD def2/J DEFGRID3
* xyz 1 1
C -0.281 -0.575 0.002
C 0.974 0.061 0.017
N -1.394 0.133 -0.027
S 3.634 0.081 -0.003
H -0.358 -1.651 0.008
H 1.074 1.126 0.081
H -1.350 1.143 -0.054
H -2.299 -0.319 -0.023
*
```

Summary:
- HOMO level (spin up / spin down) (eV) = -13.766 / -14.136
- frontier orbital gap (spin up / spin down) (eV) = 5.08 / 5.83
- max |F| (hartree/bohr) = 0.069
- energy above the lowest of the compared OMol25 structures with the same formula, charge and spin (eV) = 5.652
- DFT total energy (eV) = -14449.6851
- molar mass (g mol⁻¹) = 74.1

Formula: C2H4O2
Source: OMol25
Level of theory: ωB97M-V/def2-TZVPD

```
! RIJCOSX wB97M-V def2-TZVPD def2/J DEFGRID3
* xyz 0 1
C 1.717 -4.742 3.231
O 1.529 -3.546 3.322
H 2.676 -5.162 3.618
H 0.985 -5.469 2.805
C -1.725 4.697 -3.219
O -2.268 4.262 -4.192
H -1.792 5.806 -3.114
H -1.123 4.154 -2.452
*
```

Summary:
- HOMO level (eV) = -10.184
- frontier orbital gap (eV) = 10.98
- max |F| (hartree/bohr) = 0.032
- energy above the lowest of the compared OMol25 structures with the same formula, charge and spin (eV) = 2.540
- DFT total energy (eV) = -6231.7670
- molar mass (g mol⁻¹) = 60.1

Formula: C2H4O2
Source: OMol25
Level of theory: ωB97M-V/def2-TZVPD

```
! RIJCOSX wB97M-V def2-TZVPD def2/J DEFGRID3
* xyz 0 1
C 1.081 -1.070 -1.464
O 1.444 -1.934 -2.339
H 1.572 -0.074 -1.354
H 0.341 -1.356 -0.679
C -1.088 1.105 1.469
O -2.211 1.644 1.308
H -0.881 0.110 1.008
H -0.258 1.574 2.049
*
```

Summary:
- HOMO level (eV) = -10.588
- frontier orbital gap (eV) = 10.65
- max |F| (hartree/bohr) = 0.112
- energy above the lowest of the compared OMol25 structures with the same formula, charge and spin (eV) = 2.886
- DFT total energy (eV) = -6231.4217
- molar mass (g mol⁻¹) = 60.1

Formula: C2H4O2
Source: OMol25
Level of theory: ωB97M-V/def2-TZVPD

```
! RIJCOSX wB97M-V def2-TZVPD def2/J DEFGRID3
* xyz 0 1
C -0.851 -0.240 -0.321
O 0.546 -0.584 -0.247
C 1.190 0.251 0.543
O 0.521 0.898 1.213
H -1.070 0.898 -0.404
H -1.330 -0.646 -1.469
H -1.225 -0.757 0.577
H 2.219 0.181 0.108
*
```

Summary:
- HOMO level (eV) = -10.904
- frontier orbital gap (eV) = 11.88
- max |F| (hartree/bohr) = 0.128
- energy above the lowest of the compared OMol25 structures with the same formula, charge and spin (eV) = 2.434
- DFT total energy (eV) = -6231.8734
- molar mass (g mol⁻¹) = 60.1

Formula: C2H4O2
Source: OMol25
Level of theory: ωB97M-V/def2-TZVPD

```
! RIJCOSX wB97M-V def2-TZVPD def2/J DEFGRID3
* xyz 0 1
C -0.510 -0.836 -1.388
O -1.683 -0.560 -1.125
H -0.271 -1.356 -2.362
H 0.253 -0.639 -0.704
C 0.514 0.876 1.381
O 1.511 0.177 1.602
H -0.481 0.405 1.374
H 0.668 1.933 1.221
*
```

Summary:
- HOMO level (eV) = -10.388
- frontier orbital gap (eV) = 10.77
- max |F| (hartree/bohr) = 0.081
- energy above the lowest of the compared OMol25 structures with the same formula, charge and spin (eV) = 2.564
- DFT total energy (eV) = -6231.7435
- molar mass (g mol⁻¹) = 60.1

Formula: C2H4O2
Source: OMol25
Level of theory: ωB97M-V/def2-TZVPD

```
! RIJCOSX wB97M-V def2-TZVPD def2/J DEFGRID3
* xyz 0 1
C 0.173 1.056 -1.062
O 1.087 1.194 -0.179
H -0.194 1.912 -1.614
H -0.284 0.088 -1.317
C -0.151 -1.069 1.026
O -1.268 -0.790 0.644
H 0.087 -0.886 2.162
H 0.551 -1.505 0.341
*
```

Summary:
- HOMO level (eV) = -10.123
- frontier orbital gap (eV) = 10.40
- max |F| (hartree/bohr) = 0.100
- energy above the lowest of the compared OMol25 structures with the same formula, charge and spin (eV) = 2.683
- DFT total energy (eV) = -6231.6248
- molar mass (g mol⁻¹) = 60.1

Formula: C2H4O2P
Source: OMol25
Level of theory: ωB97M-V/def2-TZVPD

```
! RIJCOSX wB97M-V def2-TZVPD def2/J DEFGRID3
* xyz -1 1
C -1.634 1.130 -0.957
C -0.554 0.381 -0.988
O 0.860 -2.178 1.918
O 2.847 -1.251 0.651
P 1.429 -1.026 1.138
H -2.167 1.618 -1.835
H -2.125 1.213 -0.070
H 0.133 -0.014 -1.696
H 1.211 0.127 1.838
*
```

Summary:
- HOMO level (spin up / spin down) (eV) = -4.044 / -2.554
- frontier orbital gap (spin up / spin down) (eV) = 8.24 / 6.28
- max |F| (hartree/bohr) = 0.062
- energy above the lowest of the compared OMol25 structures with the same formula, charge and spin (eV) = 3.371
- DFT total energy (eV) = -15521.0084
- molar mass (g mol⁻¹) = 91.0

Formula: C2H4O2P
Source: OMol25
Level of theory: ωB97M-V/def2-TZVPD

```
! RIJCOSX wB97M-V def2-TZVPD def2/J DEFGRID3
* xyz 1 1
C -0.548 0.342 -0.576
C 0.079 -0.815 0.222
O 0.232 1.476 -0.259
O 1.198 -0.212 0.966
P 1.414 1.325 0.808
H -0.462 0.265 -1.744
H -1.543 0.482 -0.042
H -0.629 -1.229 0.975
H 0.259 -1.635 -0.351
*
```

Summary:
- HOMO level (eV) = -16.772
- frontier orbital gap (eV) = 10.01
- max |F| (hartree/bohr) = 0.065
- energy above the lowest of the compared OMol25 structures with the same formula, charge and spin (eV) = 0.716
- DFT total energy (eV) = -15514.5395
- molar mass (g mol⁻¹) = 91.0